Here is a structure of composition C64H166F6N14O18Zn in a non-equilibrium geometry from the OMol25 dataset. Energies are from ωB97M-V with the def2-TZVPD basis set.

ORCA input file:
```
! RIJCOSX wB97M-V def2-TZVPD def2/J DEFGRID3
* xyz 0 1
Zn -1.396 4.127 0.404
C -0.963 6.909 -0.217
O -0.221 5.876 -0.864
O -1.943 6.131 0.458
C -0.290 8.139 0.571
F 0.664 7.800 1.475
F 0.291 9.003 -0.229
F -1.198 8.908 1.263
C 0.694 6.257 -1.943
C 1.466 4.974 -2.276
H 0.804 4.272 -2.782
H 2.281 5.141 -2.982
H 1.770 4.525 -1.331
H 1.382 7.041 -1.626
H 0.147 6.547 -2.840
H -1.524 7.364 -1.033
C 0.213 1.420 -0.892
O -0.738 0.544 -0.251
O -0.041 2.685 -0.280
C 1.728 0.850 -0.697
F 2.696 1.739 -0.828
F 1.875 0.295 0.511
F 1.954 -0.168 -1.536
C -1.178 -0.577 -1.002
C -2.096 -1.398 -0.119
H -2.525 -2.147 -0.784
H -1.573 -1.939 0.670
H -2.878 -0.764 0.298
H -0.388 -1.297 -1.217
H -1.713 -0.322 -1.917
H -0.116 1.490 -1.929
C -3.284 -8.230 -2.864
C -3.071 -7.992 -1.363
C -3.224 -6.526 -0.894
O -2.573 -5.536 -1.707
C -1.137 -5.557 -1.562
N -4.043 -8.870 -0.610
H -4.295 -7.920 -3.128
H -3.123 -9.266 -3.163
H -2.646 -7.576 -3.458
H -2.052 -8.289 -1.118
H -3.054 -6.339 0.167
H -4.282 -6.274 -0.969
H -0.785 -5.675 -0.538
H -0.732 -4.662 -2.034
H -0.635 -6.342 -2.127
H -4.935 -8.397 -0.642
H -3.760 -8.879 0.359
C -1.306 -1.355 7.524
C -1.769 -2.120 6.238
C -0.956 -1.915 4.955
O -0.805 -0.564 4.616
C -0.035 -0.311 3.486
N -2.007 -3.515 6.528
H -1.394 -0.271 7.449
H -0.267 -1.536 7.801
H -1.957 -1.665 8.341
H -2.696 -1.583 6.034
H -1.444 -2.483 4.163
H -0.017 -2.448 5.102
H 0.289 0.729 3.465
H -0.702 -0.453 2.635
H 0.838 -0.944 3.323
H -2.692 -3.653 7.257
H -2.357 -3.972 5.698
C -4.808 3.719 0.824
C -3.949 2.572 0.271
C -3.544 2.663 -1.217
O -2.614 3.759 -1.419
C -2.334 4.106 -2.819
N -2.787 2.631 1.148
H -5.814 3.708 0.405
H -4.468 4.747 0.699
H -5.117 3.609 1.863
H -4.479 1.629 0.405
H -4.350 2.905 -1.909
H -3.059 1.748 -1.557
H -1.961 5.129 -2.859
H -3.274 4.046 -3.368
H -1.612 3.460 -3.318
H -3.076 2.348 2.073
H -2.224 1.834 0.888
C -2.185 5.033 3.619
C -0.655 5.012 3.332
C 0.091 4.514 4.587
O -0.435 3.234 4.932
C 0.084 2.708 6.141
N -0.399 4.004 2.271
H -2.437 6.089 3.519
H -2.447 4.686 4.618
H -2.860 4.559 2.906
H -0.477 6.050 3.054
H 0.008 5.198 5.432
H 1.160 4.463 4.382
H 1.173 2.652 6.166
H -0.337 1.712 6.282
H -0.341 3.294 6.956
H 0.600 4.046 2.132
H -0.442 3.188 2.865
C 4.834 3.446 4.752
C 4.768 2.130 4.009
C 4.644 1.014 5.033
O 4.639 -0.204 4.336
C 4.283 -1.330 5.069
N 3.628 2.085 3.136
H 5.011 4.325 4.132
H 5.658 3.411 5.464
H 3.937 3.596 5.353
H 5.630 2.027 3.350
H 3.762 1.162 5.656
H 5.523 1.053 5.676
H 4.953 -1.457 5.920
H 4.341 -2.280 4.538
H 3.237 -1.286 5.373
H 3.620 1.143 2.772
H 2.898 2.055 3.834
C -7.383 -2.071 0.885
C -6.060 -2.419 0.155
C -5.619 -3.866 0.452
O -5.169 -4.028 1.801
C -3.846 -3.467 2.082
N -6.390 -2.311 -1.228
H -7.613 -1.012 0.771
H -7.314 -2.285 1.952
H -8.200 -2.630 0.429
H -5.287 -1.727 0.489
H -4.875 -4.233 -0.256
H -6.473 -4.533 0.340
H -3.820 -2.390 1.914
H -3.086 -3.882 1.419
H -3.446 -3.743 3.058
H -5.632 -2.475 -1.875
H -6.871 -3.183 -1.400
C 7.344 2.150 -0.794
C 7.180 0.630 -0.523
C 5.740 0.213 -0.076
O 5.661 -1.246 0.066
C 4.377 -1.756 0.155
N 7.457 -0.043 -1.783
H 7.170 2.839 0.033
H 6.829 2.605 -1.640
H 8.390 2.328 -1.042
H 7.923 0.282 0.195
H 5.001 0.542 -0.807
H 5.550 0.595 0.927
H 4.446 -2.841 0.239
H 3.800 -1.561 -0.749
H 3.750 -1.332 0.940
H 7.038 -0.932 -1.550
H 6.789 0.305 -2.456
C -0.922 -6.634 2.394
C -0.268 -5.568 3.237
C 0.142 -4.403 2.353
O 0.847 -4.855 1.225
C 1.116 -3.847 0.250
N -1.297 -5.115 4.166
H -1.808 -6.196 1.934
H -1.213 -7.411 3.101
H -0.294 -6.988 1.576
H 0.571 -6.073 3.714
H 0.690 -3.642 2.909
H -0.789 -3.959 2.000
H 0.224 -3.472 -0.251
H 1.731 -4.370 -0.481
H 1.690 -3.019 0.666
H -0.829 -4.715 4.966
H -1.694 -5.972 4.525
C -3.523 -3.246 -5.472
C -3.840 -2.527 -4.150
C -4.679 -1.228 -4.344
O -3.982 -0.209 -5.117
C -4.865 0.850 -5.486
N -4.554 -3.531 -3.427
H -4.444 -3.531 -5.982
H -2.959 -4.172 -5.362
H -2.970 -2.565 -6.120
H -2.967 -2.139 -3.625
H -4.842 -0.798 -3.355
H -5.639 -1.417 -4.822
H -5.256 1.381 -4.618
H -5.663 0.477 -6.129
H -4.278 1.606 -6.007
H -3.957 -4.104 -2.848
H -4.757 -4.262 -4.095
C -0.422 -0.381 -4.851
C -0.809 1.060 -5.289
C 0.404 2.027 -5.516
O 0.032 3.349 -5.767
C 1.191 4.154 -6.036
N -1.618 0.882 -6.490
H 0.300 -0.817 -5.542
H -1.214 -1.127 -4.926
H 0.010 -0.496 -3.857
H -1.407 1.485 -4.483
H 1.006 1.636 -6.337
H 1.052 1.951 -4.643
H 0.829 5.083 -6.477
H 1.774 3.554 -6.735
H 1.819 4.348 -5.167
H -2.476 0.453 -6.173
H -1.813 1.830 -6.779
C -4.756 0.598 3.567
C -3.957 1.659 4.288
C -4.043 1.527 5.797
O -5.402 1.829 6.195
C -5.561 1.651 7.590
N -2.579 1.543 3.904
H -5.824 0.741 3.731
H -4.358 -0.372 3.864
H -4.660 0.613 2.482
H -4.331 2.645 4.013
H -3.413 2.320 6.200
H -3.612 0.607 6.192
H -5.676 0.592 7.821
H -6.560 2.050 7.766
H -4.789 2.172 8.155
H -2.250 0.653 4.248
H -2.079 2.192 4.495
C 3.450 6.195 1.872
C 3.267 5.104 0.843
C 4.667 4.393 0.465
O 5.574 5.190 -0.174
C 5.179 5.645 -1.456
N 2.408 4.154 1.513
H 3.906 7.047 1.369
H 4.054 5.942 2.744
H 2.526 6.688 2.172
H 2.736 5.553 0.004
H 4.422 3.579 -0.217
H 5.096 3.966 1.372
H 4.691 4.896 -2.079
H 6.098 6.072 -1.858
H 4.399 6.391 -1.310
H 1.955 3.652 0.763
H 3.007 3.536 2.040
C 2.010 -3.351 -3.800
C 3.351 -3.844 -3.363
C 3.317 -5.450 -3.232
O 2.388 -5.900 -2.323
C 2.650 -7.227 -1.926
N 4.315 -3.505 -4.354
H 1.790 -3.780 -4.777
H 1.848 -2.273 -3.815
H 1.330 -3.638 -2.998
H 3.711 -3.327 -2.473
H 4.347 -5.666 -2.947
H 3.162 -5.912 -4.206
H 1.876 -7.598 -1.255
H 3.538 -7.186 -1.296
H 2.944 -7.953 -2.684
H 4.237 -4.215 -5.069
H 5.220 -3.806 -4.020
C 5.206 1.769 -4.164
C 4.746 0.407 -4.704
C 5.436 0.007 -5.946
O 5.177 1.044 -6.882
C 5.403 0.632 -8.209
N 4.953 -0.532 -3.599
H 4.435 2.165 -3.503
H 5.259 2.587 -4.882
H 6.147 1.613 -3.636
H 3.666 0.415 -4.856
H 4.999 -0.962 -6.189
H 6.496 -0.028 -5.696
H 5.022 1.361 -8.924
H 4.954 -0.321 -8.490
H 6.435 0.460 -8.515
H 4.835 -1.516 -3.795
H 4.192 -0.329 -2.966
*
```

The total energy comes out at -7037.163656 Eh. The energy above the lowest of the compared OMol25 structures with the same formula, charge and spin is 0.0 kcal/mol. The HOMO-LUMO gap comes out at 0.3153 Eh.